# 1
Computed, not measured: a structure of composition C33H67O25Tl, with ωB97M-V with the def2-TZVPD basis set.

Computed properties:
2S+1: 1
ΔE to the lowest compared entry with this formula, charge and spin in kJ/mol: 564.44
Net charge: +2
LUMO energy in eV: -12.3
HOMO in eV: -13.6
Electronic energy in eV: -91162.4258

Geometry (Å):
Tl: 5.9969 -2.4730 1.2430
C: 0.4515 -0.2884 0.9211
O: 1.6913 -0.8775 0.9958
H: 0.0603 -0.1618 -0.0884
H: -0.2919 -0.7874 1.5426
H: 0.4255 0.7397 1.2822
C: -1.6348 3.2618 -4.8766
C: -2.5602 2.5806 -3.8500
O: -3.8997 2.5549 -4.3953
C: -4.8717 2.9432 -3.5862
O: -4.8073 3.2191 -2.3714
O: -6.0493 2.8037 -4.2513
C: -7.2826 3.2405 -3.6765
H: -2.1572 3.8689 -5.6159
H: -1.1421 2.5385 -5.5263
H: -0.8417 3.8710 -4.4430
H: -2.5152 3.0015 -2.8456
H: -2.2371 1.5603 -3.6432
H: -8.1277 3.0126 -4.3261
H: -7.3697 4.3256 -3.6193
H: -7.4722 2.8738 -2.6677
C: -10.1696 -1.9895 -5.0424
C: -10.1433 -1.7748 -3.5599
O: -8.7784 -1.6780 -3.1945
C: -7.9907 -2.7496 -3.1485
O: -8.2868 -3.9667 -3.1679
O: -6.7791 -2.2507 -2.9811
C: -5.7193 -2.9553 -2.3595
H: -9.9031 -3.0115 -5.3119
H: -9.4943 -1.3797 -5.6425
H: -11.1827 -1.8647 -5.4249
H: -10.7107 -2.5623 -3.0639
H: -10.6947 -0.8606 -3.3396
H: -4.8600 -2.2848 -2.3597
H: -5.5502 -3.9218 -2.8344
H: -5.8976 -3.1800 -1.3079
C: 5.1339 -2.5637 -10.0465
C: 3.8196 -1.9743 -9.6060
O: 3.9101 -1.8683 -8.2049
C: 2.9210 -1.2475 -7.5702
O: 2.0201 -0.5896 -8.0673
O: 3.1244 -1.4033 -6.2716
C: 2.0709 -1.2633 -5.3573
H: 6.0224 -2.0228 -9.7208
H: 5.2707 -2.7920 -11.1035
H: 5.1722 -3.5282 -9.5402
H: 3.1464 -2.7372 -9.9969
H: 3.6608 -1.0386 -10.1420
H: 1.2602 -0.6697 -5.7799
H: 2.5308 -0.7722 -4.4998
H: 1.5897 -2.2292 -5.2039
C: -1.4359 5.8143 1.2085
C: -1.9154 6.6883 0.0296
O: -1.0520 6.7023 -1.0714
C: -1.2189 7.6435 -2.0377
O: -2.1088 8.5025 -2.1083
O: -0.0753 7.5943 -2.8032
C: 0.0987 8.6337 -3.7933
H: -1.3460 4.7998 0.8200
H: -2.0811 5.7907 2.0867
H: -0.4416 6.1201 1.5340
H: -2.1393 7.6911 0.3933
H: -2.9137 6.4059 -0.3047
H: 0.1223 9.6091 -3.3073
H: -0.8052 8.7392 -4.3933
H: 0.9333 8.4512 -4.4703
C: 3.8234 -3.7529 9.1897
C: 4.7335 -2.9879 8.1786
O: 4.1050 -1.6661 7.9864
C: 3.7168 -1.2882 6.7451
O: 4.0701 -1.7408 5.6678
O: 2.9450 -0.1756 6.9091
C: 2.2249 0.5936 5.8622
H: 4.3185 -4.6387 9.5874
H: 2.8317 -3.8915 8.7590
H: 3.7977 -3.1593 10.1036
H: 4.9275 -3.4445 7.2081
H: 5.7214 -2.7762 8.5875
H: 1.9970 1.6095 6.1849
H: 1.2771 0.1754 5.5234
H: 2.7849 0.7262 4.9365
C: 7.3746 0.6957 -5.4388
C: 7.7288 1.5995 -4.2929
O: 6.6623 2.3369 -3.9163
C: 5.7592 1.9423 -2.9349
O: 5.8536 0.9281 -2.2344
O: 4.8560 2.9549 -2.7087
C: 4.0111 2.9738 -1.5840
H: 6.5933 -0.0245 -5.1957
H: 8.3126 0.1595 -5.5828
H: 7.1537 1.2030 -6.3779
H: 8.5280 2.2790 -4.5891
H: 8.1549 1.0586 -3.4479
H: 3.0128 2.9521 -2.0209
H: 4.1414 3.9496 -1.1159
H: 4.1020 2.0735 -0.9763
C: 4.5513 -8.4772 6.5926
C: 4.4511 -7.6070 5.3585
O: 3.2046 -6.9912 5.5426
C: 2.7239 -6.0163 4.6832
O: 3.2816 -5.5946 3.6531
O: 1.4958 -5.7804 5.1106
C: 0.5940 -4.8727 4.4985
H: 3.7968 -9.2599 6.6702
H: 4.4171 -7.8895 7.5007
H: 5.5419 -8.9232 6.5032
H: 4.4978 -8.1963 4.4427
H: 5.2054 -6.8231 5.2899
H: -0.3139 -5.1384 5.0400
H: 0.4559 -4.9933 3.4240
H: 0.7799 -3.8132 4.6743
C: -3.8958 0.6644 5.1050
C: -4.7270 0.4304 6.3751
O: -3.7272 0.0528 7.3259
C: -2.9358 0.8844 7.9344
O: -3.1009 2.1098 7.9269
O: -1.8474 0.2746 8.4367
C: -0.8850 0.9101 9.2134
H: -3.2787 1.5574 5.2041
H: -4.5434 0.9262 4.2682
H: -3.3565 -0.2428 4.8323
H: -5.3969 -0.4144 6.2150
H: -5.2846 1.3149 6.6828
H: -0.1393 0.2009 9.5725
H: -1.2048 1.4743 10.0895
H: -0.3570 1.7046 8.6861

# 2
Computed, not measured: a cluster of 9 separate species, C33H68NO33S8 in total, with ωB97M-V with the def2-TZVPD basis set.

Computed properties:
2S+1: 1
Net charge: +1
LUMO energy in eV: -2.8
HOMO in eV: -12.1
Electronic energy in eV: -191048.5240

Geometry (Å):
C: -1.5072 5.0463 -2.0543
C: -1.5405 3.9512 -3.1274
C: -1.5476 2.5478 -2.5241
C: -2.9007 2.2218 -1.8713
C: -2.8418 1.3481 -0.6109
C: -3.0267 2.2235 0.6273
C: -2.7520 1.6333 2.0242
C: -1.8163 0.4285 2.0605
C: -0.3806 0.8313 1.6959
C: 0.6232 -0.1277 2.2929
N: 2.0858 0.2112 2.0513
C: 2.4827 1.6695 2.0956
C: 2.4051 2.0984 0.6479
C: 3.0781 0.9292 -0.0729
C: 2.6502 -0.3116 0.7308
C: 3.7523 -1.3330 0.9715
O: 3.8290 -2.0715 -0.2149
C: 4.4615 -3.3460 -0.1023
C: 3.6876 -4.3581 0.7310
H: -0.8161 4.7574 -1.2534
H: -2.4899 5.2559 -1.6249
H: -1.1403 5.9863 -2.4769
H: -2.4293 4.0541 -3.7541
H: -0.6750 4.0833 -3.7829
H: -1.3735 1.8173 -3.3212
H: -0.7145 2.4426 -1.8116
H: -3.5232 1.7217 -2.6153
H: -3.3783 3.1651 -1.5875
H: -3.6362 0.6056 -0.6593
H: -1.8887 0.8048 -0.6163
H: -2.4713 3.1599 0.4965
H: -4.0762 2.5128 0.6198
H: -2.2795 2.4165 2.6268
H: -3.6912 1.4076 2.5327
H: -1.8161 -0.0078 3.0680
H: -2.1575 -0.3485 1.3691
H: -0.2756 0.8200 0.6077
H: -0.1963 1.8596 2.0224
H: 0.4832 -1.1109 1.8375
H: 0.4979 -0.2426 3.3717
H: 2.5866 -0.2585 2.8054
H: 1.8717 2.2465 2.7857
H: 3.5263 1.6693 2.4193
H: 2.8787 3.0655 0.4816
H: 1.3744 2.1867 0.3048
H: 4.1630 1.0412 -0.0171
H: 2.7431 0.8217 -1.1008
H: 1.8701 -0.8736 0.2166
H: 4.7081 -0.8285 1.1927
H: 3.5103 -1.9779 1.8317
H: 5.4820 -3.2289 0.2872
H: 4.5393 -3.7070 -1.1283
H: 3.8410 -5.3472 0.3089
H: 2.6254 -4.1073 0.7504
H: 4.0476 -4.4143 1.7614
C: -3.0134 -3.1654 -3.5744
C: -4.4786 -3.4862 -3.7982
O: -5.1134 -2.9865 -2.6070
S: -4.3747 -1.6806 -2.0960
O: -5.0317 -0.5138 -2.5599
O: -4.0905 -1.8464 -0.7142
O: -3.0415 -1.8679 -2.9499
H: -2.5417 -3.8741 -2.8927
H: -2.4416 -3.0959 -4.4953
H: -4.6805 -4.5501 -3.8765
H: -4.8857 -2.9629 -4.6639
C: 7.6381 -4.8741 -0.8328
C: 8.8778 -4.1011 -0.4229
O: 9.8858 -5.1147 -0.3433
S: 9.6422 -6.2364 -1.4529
O: 10.4190 -5.9691 -2.6054
O: 9.6766 -7.5000 -0.8178
O: 8.1265 -5.8287 -1.7814
H: 7.1891 -5.4091 0.0074
H: 6.8872 -4.2600 -1.3241
H: 8.7866 -3.6217 0.5479
H: 9.1691 -3.3651 -1.1750
C: -6.4596 4.7050 -2.5804
C: -6.2508 3.3800 -3.2827
O: -6.3638 3.7155 -4.6762
S: -5.7856 5.1736 -4.9393
O: -4.4425 5.0969 -5.3929
O: -6.7472 5.9089 -5.6758
O: -5.7620 5.6446 -3.4203
H: -7.5143 4.9821 -2.5427
H: -6.0330 4.7303 -1.5840
H: -7.0062 2.6393 -3.0386
H: -5.2564 2.9712 -3.0940
C: -4.5254 4.8001 3.2597
C: -5.8425 4.3284 3.8398
O: -6.5473 3.8139 2.6872
S: -5.5230 3.1517 1.6749
O: -5.4587 1.7456 1.8474
O: -5.7635 3.6884 0.3808
O: -4.2083 3.7828 2.2815
H: -4.6118 5.7580 2.7533
H: -3.7213 4.8431 3.9886
H: -6.4271 5.1296 4.2813
H: -5.7116 3.5214 4.5617
C: -2.7981 1.1880 5.8785
C: -3.5055 1.4377 7.1989
O: -3.3011 2.8412 7.4244
S: -3.3070 3.6306 6.0455
O: -4.5903 4.1677 5.7770
O: -2.1492 4.4450 5.9902
O: -3.1066 2.3528 5.1030
H: -1.7155 1.1218 6.0074
H: -3.1700 0.3103 5.3553
H: -3.0763 0.8877 8.0311
H: -4.5755 1.2372 7.1308
C: -0.8228 7.7171 0.4056
C: -1.3910 9.1186 0.3400
O: -2.3770 9.1125 1.3885
S: -1.8724 8.2368 2.6125
O: -1.2623 9.0556 3.5921
O: -2.8879 7.3168 2.9850
O: -0.7428 7.4468 1.8192
H: -1.4903 6.9994 -0.0711
H: 0.1766 7.6314 -0.0127
H: -1.8838 9.3383 -0.6023
H: -0.6432 9.8823 0.5569
C: 4.6812 -10.4358 -0.2095
C: 4.1139 -10.5095 1.1950
O: 4.3366 -9.1806 1.7144
S: 4.1967 -8.1140 0.5573
O: 2.8991 -7.5380 0.5664
O: 5.3441 -7.2714 0.5711
O: 4.2896 -9.1213 -0.6598
H: 5.7694 -10.4977 -0.2173
H: 4.2594 -11.1733 -0.8856
H: 4.6293 -11.2198 1.8339
H: 3.0426 -10.7111 1.1959
C: 5.7521 -4.9216 -4.1661
C: 5.1247 -6.0843 -3.4214
O: 3.8396 -6.2309 -4.0354
S: 3.9216 -5.8567 -5.5866
O: 4.0613 -7.0277 -6.3686
O: 2.8956 -4.9167 -5.8568
O: 5.3388 -5.1257 -5.5224
H: 5.3618 -3.9595 -3.8240
H: 6.8382 -4.9212 -4.1202
H: 4.9903 -5.8993 -2.3576
H: 5.7009 -7.0007 -3.5589

Question: Look up the electronic energy of the second one.
Answer: -191048.5240 eV

Question: What is the electronic energy in the second record?
Answer: -191048.5240 eV

Question: HOMO of number 2 (C33H68NO33S8)?
Answer: -12.1 eV